The molecule CH4N2O2, computed with ωB97M-V with the def2-TZVPD basis set.

Output
relative energy (zero: lowest compared OMol25 entry of this formula, charge and spin) = 112.29 kcal per mole
molar mass = 76.05 g/mol
total charge = 0
SMILES = O/N=C\NO
orbital gap = 10.46 eV
LUMO energy = 0.65 eV

CARTESIAN COORDINATES (ANGSTROEM)
1 C 0.2840 0.9543 -0.1350
2 H -1.1578 -1.5439 0.4503
3 H -1.6772 0.9266 -0.0346
4 H 0.1204 2.1367 -0.1642
5 H 2.1071 -1.4501 -0.0616
6 N -0.9439 0.3607 0.4674
7 N 1.3772 0.3965 -0.2702
8 O -1.3447 -0.8158 -0.4325
9 O 1.2349 -0.9649 0.1803

Atoms 1-3, force components in eV/Å:
-3.67 2.94 1.96
-0.97 2.58 -4.59
0.77 0.14 1.66



A cluster of 2 separate species, CH4N2O2 in total, computed with ωB97M-V with the def2-TZVPD basis set.

Output
relative energy (zero: lowest compared OMol25 entry of this formula, charge and spin) = 125.12 kcal per mole
molar mass = 76.05 g/mol
total charge = 0
orbital gap (alpha / beta) = 6.85 / 9.46 eV
LUMO energy (alpha / beta) = -0.24 / 0.76 eV

CARTESIAN COORDINATES (ANGSTROEM)
1 C -1.9959 0.1699 -0.3914
2 N 1.7478 0.7420 0.1941
3 N 1.0016 -0.0147 -0.5958
4 O -1.8329 -0.6178 0.4675
5 O 0.7644 -1.1706 0.0804
6 H -3.0429 0.3800 -0.7493
7 H 1.5464 1.8100 0.1189
8 H 1.8375 0.2531 1.1752
9 H -0.0261 -1.5519 -0.2994

Atoms 1-3, force components in eV/Å:
-0.39 -0.36 0.42
0.73 1.02 2.75
-1.08 0.37 -1.60



A cluster of 2 separate species, CH4N2O2 in total, computed with ωB97M-V with the def2-TZVPD basis set.

Output
relative energy (zero: lowest compared OMol25 entry of this formula, charge and spin) = 0.00 kcal per mole
2S+1 = 3
molar mass = 76.05 g/mol
total charge = 0
orbital gap (alpha / beta) = 8.30 / 8.60 eV
LUMO energy (alpha / beta) = 0.86 / -1.82 eV

CARTESIAN COORDINATES (ANGSTROEM)
1 C 1.8855 0.4615 -0.2511
2 N -2.2724 -0.8906 0.4112
3 N -1.3865 -0.0647 0.5122
4 O 1.7905 -0.0251 0.8732
5 O 0.8899 0.6676 -1.0743
6 H 2.8382 0.6243 -0.5985
7 H 0.0385 0.2241 -0.8521
8 H -2.4098 -1.2740 -0.5722
9 H -1.3739 0.2769 1.5516

Atoms 1-3, force components in eV/Å:
-2.00 -2.46 3.86
-2.61 -3.39 -3.57
2.00 3.22 4.09



A cluster of 2 separate species, CH4N2O2S in total, computed with ωB97M-V with the def2-TZVPD basis set.

Output
relative energy (zero: lowest compared OMol25 entry of this formula, charge and spin) = 144.22 kcal per mole
molar mass = 108.12 g/mol
total charge = 0
orbital gap (alpha / beta) = 10.54 / 5.42 eV
LUMO energy (alpha / beta) = 0.20 / -1.25 eV

CARTESIAN COORDINATES (ANGSTROEM)
1 C -0.0009 0.8349 -0.4675
2 N 2.2301 -0.1317 -0.3424
3 N -1.4784 -1.4014 -0.3078
4 O 2.9437 -0.5618 0.4747
5 O 0.9351 0.4521 0.3192
6 S -1.2299 1.8617 0.1287
7 H 0.0365 0.6757 -1.5357
8 H -0.7432 -2.1043 -0.3498
9 H -1.7894 -1.3466 0.6606
10 H -0.9037 1.7213 1.4200

Atoms 1-3, force components in eV/Å:
0.25 -0.61 0.70
1.34 -0.55 -0.93
-0.14 0.43 -0.64



A cluster of 3 separate species, CH4N2O2S in total, computed with ωB97M-V with the def2-TZVPD basis set.

Output
relative energy (zero: lowest compared OMol25 entry of this formula, charge and spin) = 31.49 kcal per mole
molar mass = 108.12 g/mol
total charge = 0
orbital gap = 9.33 eV
LUMO energy = -1.40 eV

CARTESIAN COORDINATES (ANGSTROEM)
1 C 4.0965 -0.3131 0.9709
2 N 5.0347 -0.6756 1.4788
3 N 0.1761 -0.3013 -0.8465
4 O -4.1020 1.1969 -1.1319
5 O -4.7049 1.1776 1.2031
6 S -3.7204 0.9051 0.2338
7 H 3.2570 -0.2550 0.3075
8 H -0.3359 -0.2764 0.0091
9 H 0.9113 -0.8989 -0.7051
10 H -0.6126 -0.5592 -1.5198

Atoms 1-3, force components in eV/Å:
-2.10 -0.06 -1.81
2.13 -0.42 1.48
-3.95 2.07 -1.34



The molecule CH4N2O2S, computed with ωB97M-V with the def2-TZVPD basis set.

Output
relative energy (zero: lowest compared OMol25 entry of this formula, charge and spin) = 99.65 kcal per mole
molar mass = 108.12 g/mol
total charge = 0
orbital gap = 9.36 eV
LUMO energy = 0.17 eV

CARTESIAN COORDINATES (ANGSTROEM)
1 C -1.6509 -0.5381 0.3268
2 N 2.0593 0.9904 0.1288
3 N 2.7681 0.4073 0.7597
4 O -0.2231 -1.2983 -1.7478
5 O 0.5317 0.5906 -0.2485
6 S 0.0427 -0.9712 -0.3324
7 H -1.4165 -0.2534 1.3732
8 H -2.1000 0.4754 0.0564
9 H -2.1533 -1.4452 -0.0133
10 H 2.1421 2.0424 -0.3029

Atoms 1-3, force components in eV/Å:
1.39 1.71 0.36
-0.16 3.56 -1.75
1.50 -1.44 1.26



The molecule CH4N2O3, computed with ωB97M-V with the def2-TZVPD basis set.

Output
relative energy (zero: lowest compared OMol25 entry of this formula, charge and spin) = 100.57 kcal per mole
molar mass = 92.05 g/mol
total charge = 0
SMILES = CN(O)[N+](=O)[O-]
orbital gap = 10.36 eV
LUMO energy = 0.54 eV

CARTESIAN COORDINATES (ANGSTROEM)
1 C 0.3687 -0.2952 0.5970
2 N -1.0725 0.2758 -0.2083
3 N -2.2729 -0.2135 -0.1610
4 O -2.4418 -1.2587 0.4557
5 O -3.1474 0.4792 -0.6760
6 O -0.8259 1.2128 -1.2425
7 H -0.1896 -0.7708 1.4899
8 H 0.9352 -0.9856 -0.1961
9 H 0.9107 0.5917 0.8220
10 H -1.7751 1.4872 -1.3367

Atoms 1-3, force components in eV/Å:
-3.89 -1.91 -2.27
5.58 0.30 0.66
-0.54 -0.77 0.78



A cluster of 2 separate species, CH4N2O3 in total, computed with ωB97M-V with the def2-TZVPD basis set.

Output
relative energy (zero: lowest compared OMol25 entry of this formula, charge and spin) = 60.53 kcal per mole
molar mass = 92.05 g/mol
total charge = 0
SMILES = C=N[N+](=O)[O-].O
orbital gap = 11.00 eV
LUMO energy = 0.28 eV

CARTESIAN COORDINATES (ANGSTROEM)
1 C 0.7189 0.5602 0.5219
2 N -0.0544 1.4498 0.9483
3 N -0.4022 2.4730 0.1394
4 O -0.9390 2.2618 -0.8894
5 O -0.1078 3.5626 0.5215
6 O -0.7204 -0.9527 -0.3641
7 H 1.2406 0.6104 -0.3856
8 H -1.2547 -1.7544 -0.3742
9 H 0.8225 -0.3246 1.0586
10 H -0.9109 -0.4633 -1.1561

Atoms 1-3, force components in eV/Å:
-0.31 1.08 0.14
-0.63 -1.37 1.85
1.91 1.30 0.21



A structure of composition CH4N2OS, computed with ωB97M-V with the def2-TZVPD basis set.

Output
relative energy (zero: lowest compared OMol25 entry of this formula, charge and spin) = 113.31 kcal per mole
molar mass = 92.12 g/mol
total charge = 0
orbital gap = 9.02 eV
LUMO energy = -0.14 eV

CARTESIAN COORDINATES (ANGSTROEM)
1 C 0.3259 0.2428 0.0722
2 H 2.1277 0.3717 -0.1255
3 H 1.7240 -1.0570 1.1178
4 H -0.6962 -1.0850 -0.8644
5 H -2.0325 0.8563 -0.5310
6 N 1.4550 -0.4985 -0.0614
7 N -0.8599 -0.5621 0.1432
8 O -2.0011 -0.0191 0.1614
9 S -0.0429 1.7510 0.0876

Atoms 1-3, force components in eV/Å:
-3.92 -2.77 1.01
-0.54 -2.68 0.18
-1.16 2.22 -4.79



The molecule CH4N2OS2, computed with ωB97M-V with the def2-TZVPD basis set.

Output
relative energy (zero: lowest compared OMol25 entry of this formula, charge and spin) = 40.52 kcal per mole
molar mass = 124.19 g/mol
total charge = 0
SMILES = ONC(=S)NS
orbital gap = 9.49 eV
LUMO energy = 0.50 eV

CARTESIAN COORDINATES (ANGSTROEM)
1 C -0.1021 0.2133 -0.0456
2 H 2.6252 0.9096 0.9838
3 H 1.0839 -1.3994 0.3914
4 H -1.0948 -1.4550 -0.6075
5 H -2.3123 0.8206 -0.3570
6 N 1.0850 -0.4563 -0.0170
7 N -1.1690 -0.6343 -0.0091
8 O -2.4492 -0.1164 -0.0810
9 S 2.6121 0.2532 -0.1833
10 S -0.2788 1.8647 -0.0746

Atoms 1-3, force components in eV/Å:
-0.39 0.73 0.07
0.09 0.13 0.14
-0.12 0.73 -0.36



The molecule CH4N2OS2, computed with ωB97M-V with the def2-TZVPD basis set.

Output
relative energy (zero: lowest compared OMol25 entry of this formula, charge and spin) = 68.48 kcal per mole
molar mass = 124.19 g/mol
total charge = 0
SMILES = O=C(NS)NS
orbital gap = 9.60 eV
LUMO energy = -0.04 eV

CARTESIAN COORDINATES (ANGSTROEM)
1 C 0.1846 -0.8922 0.1020
2 H -2.5363 1.3970 -0.3005
3 H -1.7276 -1.5391 -0.1673
4 H 0.1381 1.1983 -0.0599
5 H 3.1246 0.9558 -0.1199
6 N -1.4032 -0.6711 0.1669
7 N 0.8318 0.3483 0.2786
8 O 0.6720 -2.1390 0.0375
9 S -1.5880 0.7199 -1.1155
10 S 2.3040 0.6221 1.1782

Atoms 1-3, force components in eV/Å:
0.68 -4.39 1.07
1.15 -0.71 -1.14
-0.84 -1.17 -1.08



A cluster of 2 separate species, CH4N2OS2 in total, computed with ωB97M-V with the def2-TZVPD basis set.

Output
relative energy (zero: lowest compared OMol25 entry of this formula, charge and spin) = 89.63 kcal per mole
molar mass = 124.19 g/mol
total charge = 0
SMILES = [H]/N=[NH+]\[O-].S=CS
orbital gap = 8.62 eV
LUMO energy = -0.59 eV

CARTESIAN COORDINATES (ANGSTROEM)
1 C 1.0490 0.3792 0.3970
2 N -1.9633 0.3508 -0.0216
3 N -1.2596 -0.6028 -0.4696
4 O -3.2129 0.2492 0.0174
5 S 2.3129 -0.6382 -0.1417
6 S 0.8073 1.9447 -0.1826
7 H 0.6378 0.0083 1.2641
8 H -1.6926 -1.3196 -1.0292
9 H 2.7079 0.3238 -1.0534
10 H -1.4781 1.1841 0.4234

Atoms 1-3, force components in eV/Å:
1.64 2.79 -2.09
-2.01 -3.58 -0.59
2.58 2.41 0.55



The molecule CH4N2P2, computed with ωB97M-V with the def2-TZVPD basis set.

Output
relative energy (zero: lowest compared OMol25 entry of this formula, charge and spin) = 27.64 kcal per mole
2S+1 = 3
molar mass = 106.00 g/mol
total charge = 0
orbital gap (alpha / beta) = 7.44 / 6.69 eV
LUMO energy (alpha / beta) = 0.65 / -2.50 eV

CARTESIAN COORDINATES (ANGSTROEM)
1 C 1.0219 -0.7609 0.9763
2 N 1.0922 -2.1035 0.3182
3 N -0.2452 1.2778 -0.3549
4 P 0.5952 0.0736 2.4586
5 P 1.1676 1.0050 0.5149
6 H 1.3567 -1.7941 -0.6100
7 H -0.8126 0.4007 -0.5558
8 H -0.0802 2.0991 -0.8944
9 H -0.8961 -0.0742 2.4643

Atoms 1-3, force components in eV/Å:
0.12 -0.69 -0.16
0.36 3.04 1.71
0.12 -2.12 0.96



The ion CH4N2PS with charge +1, computed with ωB97M-V with the def2-TZVPD basis set.

Output
relative energy (zero: lowest compared OMol25 entry of this formula, charge and spin) = 0.02 kcal per mole
molar mass = 107.10 g/mol
total charge = +1
SMILES = [NH2+]=CNP=S
orbital gap = 8.17 eV
LUMO energy = -6.20 eV

CARTESIAN COORDINATES (ANGSTROEM)
1 C 0.8499 -0.3680 0.0450
2 N -0.3878 -0.6596 0.4120
3 N 1.1209 0.8751 -0.3284
4 P -1.8166 0.6018 0.1022
5 S -3.3361 -0.4786 -0.2138
6 H 1.7315 -1.0250 0.1222
7 H -0.5079 -1.5255 0.8941
8 H 2.0547 1.1091 -0.5325
9 H 0.2913 1.4707 -0.5009

Atoms 1-3, force components in eV/Å:
-0.10 1.27 0.80
0.36 0.93 -0.69
-1.88 -1.08 -0.14



A structure of composition CH4N2S, computed with ωB97M-V with the def2-TZVPD basis set.

Output
relative energy (zero: lowest compared OMol25 entry of this formula, charge and spin) = 118.72 kcal per mole
molar mass = 76.12 g/mol
total charge = 0
orbital gap = 8.52 eV
LUMO energy = 0.36 eV

CARTESIAN COORDINATES (ANGSTROEM)
1 C 0.0728 0.4067 1.0628
2 N 0.3760 -0.4865 0.1962
3 N 0.8951 -1.0629 -1.4862
4 S 0.1268 -0.5902 -2.7331
5 H -0.4899 1.2818 0.9077
6 H 0.2902 0.5084 2.1355
7 H 0.9044 -1.2252 0.4427
8 H 0.5125 0.7145 -2.9736

Atoms 1-3, force components in eV/Å:
0.56 -0.82 0.19
-2.85 3.97 0.75
1.04 -0.22 -0.28



The ion CH4N3 with charge +1, computed with ωB97M-V with the def2-TZVPD basis set.

Output
relative energy (zero: lowest compared OMol25 entry of this formula, charge and spin) = 103.91 kcal per mole
molar mass = 58.06 g/mol
total charge = +1
SMILES = [NH3+]N1C=N1
orbital gap = 11.41 eV
LUMO energy = -4.53 eV

CARTESIAN COORDINATES (ANGSTROEM)
1 C 1.3642 0.4885 0.3852
2 N 1.3000 0.3233 -0.8266
3 N 0.5081 -0.5611 0.0162
4 N -0.9704 -0.2901 -0.1842
5 H 1.8194 0.8791 1.2128
6 H -1.2941 -1.0600 -0.8229
7 H -1.1725 0.7287 -0.5203
8 H -1.5547 -0.5084 0.7397

Atoms 1-3, force components in eV/Å:
-1.34 -0.49 -0.62
0.78 0.84 -1.92
-0.94 -2.38 0.45



A cluster of 2 separate species, CH4N3 in total, computed with ωB97M-V with the def2-TZVPD basis set.

Output
relative energy (zero: lowest compared OMol25 entry of this formula, charge and spin) = 146.00 kcal per mole
molar mass = 58.06 g/mol
total charge = +1
orbital gap (alpha / beta) = 5.45 / 5.44 eV
LUMO energy (alpha / beta) = -7.72 / -7.72 eV

CARTESIAN COORDINATES (ANGSTROEM)
1 C 0.7267 1.0309 -0.0254
2 N -0.8875 -2.3565 -0.1279
3 N -0.2023 -1.3990 -0.3010
4 N 0.5096 2.0465 0.6279
5 H -0.9724 -2.9998 -0.9010
6 H -0.0248 -1.1808 -1.2791
7 H 0.8591 2.0439 1.6683
8 H -0.0084 2.8149 0.3382

Atoms 1-3, force components in eV/Å:
0.27 -0.86 -1.41
-0.52 -2.20 2.15
0.19 2.44 0.19



The ion CH4N3 with charge +1, computed with ωB97M-V with the def2-TZVPD basis set.

Output
relative energy (zero: lowest compared OMol25 entry of this formula, charge and spin) = 122.82 kcal per mole
molar mass = 58.06 g/mol
total charge = +1
orbital gap (alpha / beta) = 8.89 / 8.57 eV
LUMO energy (alpha / beta) = -6.44 / -6.63 eV

CARTESIAN COORDINATES (ANGSTROEM)
1 C 0.5904 -0.4208 -0.3148
2 N -0.7954 -0.2258 -0.1210
3 N -2.0061 0.1335 -0.4752
4 N 1.6216 0.3302 -0.1363
5 H -0.9143 -0.9721 0.7245
6 H -2.6081 -0.0332 0.2467
7 H 2.5103 -0.0001 -0.2500
8 H 1.6016 1.1882 0.3261

Atoms 1-3, force components in eV/Å:
-1.85 -0.36 -2.28
-1.17 -1.66 4.41
6.02 1.43 -3.90



A cluster of 2 separate species, CH4N3 in total, computed with ωB97M-V with the def2-TZVPD basis set.

Output
relative energy (zero: lowest compared OMol25 entry of this formula, charge and spin) = 93.71 kcal per mole
molar mass = 58.06 g/mol
total charge = +1
orbital gap = 9.57 eV
LUMO energy = -5.60 eV

CARTESIAN COORDINATES (ANGSTROEM)
1 C 0.5875 0.3231 0.5574
2 N -2.1579 1.8300 0.5273
3 N -1.2010 1.2497 0.4424
4 N 0.4586 -0.8888 -0.3231
5 H 1.1079 1.0903 0.0827
6 H 0.9217 -1.0188 -1.2275
7 H -0.5264 -1.1929 -0.5384
8 H 0.8096 -1.3925 0.4792

Atoms 1-3, force components in eV/Å:
-1.64 -0.27 1.69
4.04 -2.49 -0.13
-3.47 2.34 -0.32



A cluster of 2 separate species, CH4N3O2 in total, computed with ωB97M-V with the def2-TZVPD basis set.

Output
relative energy (zero: lowest compared OMol25 entry of this formula, charge and spin) = 43.45 kcal per mole
molar mass = 90.06 g/mol
total charge = +1
orbital gap = 10.16 eV
LUMO energy = -5.18 eV

CARTESIAN COORDINATES (ANGSTROEM)
1 C -0.4155 -0.0067 -0.0641
2 N -0.8788 -1.2038 -0.3227
3 N -0.7887 1.2061 0.0841
4 N 1.6452 -0.0485 0.0468
5 O 2.0549 -1.1138 0.2442
6 O 1.9253 1.0198 -0.1483
7 H -1.7243 -1.4895 0.0260
8 H -0.0183 -1.8561 -0.1262
9 H -1.7437 1.5870 0.3899
10 H -0.0563 1.9054 -0.1295

Atoms 1-3, force components in eV/Å:
2.71 -0.71 -0.60
5.13 0.24 1.00
-1.58 1.39 0.48